(1)
{
  "formula": "C41H53N5O5PPmS2Si4",
  "method": "the ωB97M-V functional and the def2-TZVPD basis",
  "elements": ["C", "H", "C", "C", "C", "H", "H", "C", "H", "O", "C", "C", "Si", "H", "C", "C", "H", "C", "C", "H", "H", "H", "C", "H", "C", "H", "H", "C", "Pm", "H", "H", "H", "H", "Si", "H", "H", "C", "O", "H", "O", "H", "P", "H", "H", "C", "H", "H", "H", "H", "C", "H", "Si", "C", "N", "C", "H", "O", "H", "C", "C", "C", "C", "H", "C", "H", "C", "C", "H", "C", "H", "C", "N", "H", "C", "H", "H", "N", "C", "H", "C", "H", "H", "C", "H", "H", "N", "O", "C", "H", "C", "Si", "C", "H", "H", "H", "H", "C", "C", "S", "S", "H", "C", "H", "C", "N", "C", "C", "H", "H", "H", "H", "H"],
  "coordinates": [[-5.07742, -0.09419, -2.65666], [-1.97737, 5.32340, 1.13580], [3.97415, 1.72321, 1.54998], [3.82922, 3.30874, 5.59037], [1.32122, 2.58959, 4.51441], [0.45869, 6.58217, -1.52187], [-2.44941, -3.07622, -5.20530], [-5.77929, 1.22104, -4.65065], [-3.07976, 2.15686, -4.29337], [-6.86799, 0.62812, -4.65861], [-3.94678, 1.27138, 2.13156], [-3.49758, 1.39572, -3.62136], [0.30648, -1.86054, -1.79145], [4.02740, -3.98902, -1.82944], [2.69739, -1.66855, -4.47396], [-4.15608, -0.37883, -1.69192], [3.25843, -0.29100, -1.38249], [2.72750, -2.71218, 0.50328], [-2.62993, 1.06860, -2.60013], [0.56650, 4.38578, 5.35415], [2.09792, -2.52066, -4.85782], [4.92917, -1.29930, 2.83108], [-1.16263, -2.23285, 2.08115], [3.00578, -1.67032, 0.30789], [-2.59603, 0.07730, 3.64122], [5.15519, 3.04566, 0.33452], [-0.02342, 7.07606, 0.08259], [-3.69763, -0.08427, 4.52869], [-1.63481, -0.32451, 0.52068], [2.80547, -3.89037, -3.17563], [-5.93406, 1.83035, 2.83987], [-4.02669, 1.71999, 1.14895], [7.20834, 1.56880, 0.48379], [1.66633, -0.65127, -3.26838], [-5.69780, 0.47109, 4.98225], [0.19741, -4.63934, 0.62160], [0.01478, 2.70262, -0.78224], [-5.29188, 2.14430, -5.36094], [-0.94750, -2.02362, -5.40044], [-4.59329, -0.96600, 6.57800], [3.55303, -2.13258, -3.92887], [2.40508, 0.28431, 3.27747], [7.03287, -0.67107, 1.50739], [3.09592, -1.07068, -5.31282], [0.11816, 4.03387, -1.20447], [-0.49196, -5.45269, -4.65613], [4.49425, 1.38949, 4.97667], [-2.07610, 2.97025, 1.76112], [2.07677, -2.71217, 1.38793], [-2.21545, -4.20289, -2.21718], [-2.16713, -2.06333, 4.89452], [1.76746, -3.48837, -0.90909], [-3.70785, -0.97336, 5.72453], [-1.09586, -2.86479, 3.07796], [-4.80603, 0.80489, -3.64585], [2.88618, -5.35213, -2.16323], [-5.65888, -1.92181, -0.64707], [0.73085, -5.40278, -3.35734], [3.65304, 2.08289, 4.96111], [-0.54487, 5.04445, -0.48370], [-1.38915, 4.62359, 0.56125], [-4.52615, -1.37259, -0.62149], [0.50169, -5.73003, -0.80022], [0.15472, -4.77520, -4.08120], [-1.63654, -0.35405, 3.85622], [1.48374, 3.78911, 5.20468], [3.90670, 0.50156, 2.23111], [0.43128, 1.54776, -3.73042], [4.99676, -0.36012, 2.26908], [-1.61143, 1.51329, -2.58100], [6.15388, -0.00408, 1.54975], [-2.93636, 0.22039, -1.58981], [1.28315, 0.99698, -5.20631], [0.97613, -5.02129, -0.07715], [-0.25672, 0.18247, -4.67441], [3.08295, 2.31851, 1.55856], [-2.75092, 0.70941, 2.46489], [2.94674, 0.32810, -2.25242], [2.62163, 1.31651, -1.90623], [-5.01423, 1.24219, 3.02071], [-3.02180, -3.46534, -1.99435], [-2.67814, -5.06702, -2.71337], [2.98897, -4.25028, -2.15404], [-6.01428, -0.62194, -2.55414], [1.75160, -5.54667, 0.53324], [-2.67712, -1.83516, 5.74444], [-3.54919, -1.52639, 0.27727], [-1.51393, 3.25206, 0.88600], [0.74058, 4.28113, -2.05729], [0.71597, 0.64767, -4.31626], [-0.85504, -3.38613, -3.27359], [-1.68283, -2.46318, -4.67858], [-2.19450, -1.62488, -4.24435], [0.39692, 2.32765, 4.02312], [4.79713, 3.53581, 5.99600], [0.84623, -4.29595, -4.78310], [-4.91973, 0.56502, 4.22598], [2.42892, 1.75797, 4.36608], [2.58543, -1.38474, 4.26075], [0.94502, 0.62880, 1.92393], [-1.81497, -4.52385, -1.22851], [6.25859, 1.25972, 0.92315], [-1.24625, 6.93589, -1.20397], [2.73556, 4.18460, 5.71036], [-0.91018, 2.26887, 0.16600], [5.15595, 2.12187, 0.91243], [-0.34186, 6.47943, -0.78800], [3.70974, -3.21239, 0.73298], [0.68963, 1.94687, -1.20174], [-2.67786, -2.55115, 6.47444], [3.83786, 0.48885, -2.88952], [2.86619, 5.18112, 6.14689]],
  "e_tot_ha": -5148.55750,
  "spin_multiplicity": 5,
  "s_squared": 6.005,
  "total_charge": -2
}

(2)
{
  "formula": "C41H55AsInN10O3S2Si",
  "method": "the ωB97M-V functional and the def2-TZVPD basis",
  "elements": ["H", "H", "S", "H", "H", "H", "H", "As", "H", "C", "C", "N", "C", "C", "H", "H", "H", "N", "H", "C", "C", "C", "H", "C", "N", "H", "O", "H", "C", "H", "C", "C", "H", "C", "C", "H", "C", "H", "C", "N", "H", "H", "H", "H", "C", "H", "C", "H", "H", "Si", "O", "N", "C", "C", "C", "C", "H", "N", "H", "O", "C", "H", "H", "In", "C", "C", "C", "H", "C", "H", "H", "N", "C", "C", "N", "C", "C", "C", "H", "H", "H", "H", "H", "C", "H", "C", "H", "H", "C", "C", "H", "C", "H", "H", "C", "H", "H", "C", "N", "C", "S", "C", "H", "H", "H", "H", "C", "N", "H", "H", "H", "H", "H", "H"],
  "coordinates": [[-2.53963, -3.53667, 2.07134], [2.37198, 0.35214, 2.72707], [2.19556, 1.81478, 0.06763], [-0.21867, 1.35374, 6.18003], [4.04218, 2.16647, -2.05132], [-4.06676, 2.51609, 4.87389], [3.68038, -2.93391, 1.29968], [-3.08995, -0.10590, -1.59792], [3.87261, 2.22136, 2.07007], [4.47736, 0.17419, 2.31934], [-7.03805, 1.22850, -1.63226], [0.90031, 0.45895, -3.33329], [-0.45309, 1.29704, 4.04162], [-0.82723, -1.94731, -5.30773], [3.01230, -1.27669, 2.95138], [3.40153, 0.50064, -3.86753], [4.17661, -2.54674, -0.35092], [-0.28766, 0.86977, -1.60893], [-6.94399, 0.55290, -4.93679], [1.03096, -3.29853, 0.83098], [-1.27557, 3.57557, -0.91575], [0.88896, 2.84399, 2.83397], [1.12005, -2.92894, 1.85072], [4.97765, 1.63032, -1.91354], [0.54666, 1.73896, -3.44434], [5.27299, 1.73203, -0.87308], [4.36807, -0.14339, 0.94937], [-2.53362, 2.35694, 2.42606], [-0.17716, 1.97959, -2.36245], [-0.57760, 3.91470, -2.77207], [-3.08792, -3.30611, 1.16832], [-5.77543, 0.78960, -1.29042], [1.19945, 3.27685, 1.89177], [-4.04252, -4.17306, 0.68277], [-3.09745, 2.03895, 4.99927], [-8.42736, 1.53831, -3.23287], [1.70891, -2.82313, -1.53768], [5.98128, -1.64580, -2.31279], [6.07408, -0.61721, -1.96934], [-0.80387, 3.17354, -2.12781], [-5.46830, -4.55134, -0.87714], [-1.09436, -0.02820, -6.21368], [-4.98504, -2.43644, -2.05713], [-2.36304, 0.89416, -4.31430], [-4.91467, 0.25115, -2.24386], [-4.25153, -5.09424, 1.21366], [-1.31028, -0.65104, -5.35683], [-3.02548, 1.63400, 6.00686], [5.61184, 1.98028, 1.93872], [3.09363, -0.07272, -0.08527], [3.74956, -0.43817, -1.51317], [0.42154, -0.05505, -2.26975], [-4.73037, -3.86492, -0.48138], [-3.51089, -1.78000, -0.65939], [0.08676, 1.78819, 5.23263], [3.45382, -3.09344, 0.24703], [1.46791, 3.13925, 6.14566], [-1.41511, 2.80318, 0.16990], [-3.01017, 0.73909, 1.91174], [1.94772, -1.19261, 0.22026], [-2.03519, -0.14242, -4.29449], [-5.42030, 0.87027, -0.26505], [5.10834, 0.49286, -4.37985], [-0.15989, 1.04030, 0.58779], [-1.81134, -2.22405, -3.14247], [-4.45957, -2.67562, -1.13798], [0.00752, 1.76650, 2.81119], [-0.23513, -2.33609, -6.12455], [4.78409, 0.15889, -2.26399], [2.45406, -2.33916, -2.16086], [-1.57490, -0.18403, 5.11866], [-1.72697, 4.80622, -0.67980], [4.37125, 0.02714, -3.73046], [1.02822, 2.79756, 5.21980], [-1.95203, 3.62077, 1.09276], [2.04438, -2.58472, -0.06662], [3.22035, -0.21960, 3.09442], [-3.19254, 1.51135, 2.66044], [-1.51633, -0.44272, 3.34592], [4.26851, -1.02178, -3.99475], [3.53546, -4.15570, 0.02401], [5.48777, -1.68680, 2.73723], [-2.31375, 2.77939, 4.84389], [-2.80320, -2.11033, 0.50230], [-4.22681, 1.84124, 2.60085], [-5.35507, 0.16130, -3.55659], [4.83402, 1.92668, 3.53232], [-1.98655, -2.84229, -2.26875], [4.71901, 1.67761, 2.48095], [-1.07978, -2.73330, -4.19906], [-0.68501, -3.73904, -4.14116], [-6.61611, 0.61324, -3.90763], [0.75361, -2.36198, -1.77577], [5.74325, 2.06355, -2.55343], [-1.58003, 0.30867, 4.14124], [6.24443, -0.61713, -0.89542], [6.56746, -0.37781, 2.26169], [1.38589, 3.37014, 4.01135], [-2.92547, 0.97632, 4.00398], [-2.29653, -0.92392, -3.17367], [-1.59510, -1.08348, 1.25809], [5.68154, -0.62206, 2.84235], [5.86768, -0.39162, 3.88799], [1.20271, -4.37332, 0.81981], [6.92452, -0.15610, -2.46383], [-4.70100, -0.25884, -4.31390], [-7.45656, 1.15468, -2.95106], [-2.13490, 4.77879, 0.57810], [0.01985, -3.10295, 0.48719], [-3.61759, 0.24042, 4.17066], [-7.69178, 1.64663, -0.87856], [2.08044, 4.19682, 3.98966], [1.67502, -3.89098, -1.74941], [3.35010, -0.01315, 4.15346]],
  "e_tot_ha": -5880.62101,
  "spin_multiplicity": 1,
  "total_charge": -1
}